DFT (ωB97M-V with the def2-TZVPD basis set) results for a 2-piece molecular cluster, C5H5NO overall at a distorted geometry.

```
! RIJCOSX wB97M-V def2-TZVPD def2/J DEFGRID3
* xyz 0 1
O 0.33 2.35 0.05
N -2.85 0.57 -1.32
C -0.73 -0.85 -0.74
C 0.60 -0.09 -0.46
C -0.17 -0.95 0.61
C -1.91 -0.06 -1.09
C 0.44 1.25 -0.25
H -0.70 -0.31 1.33
H 1.79 -0.21 2.00
H 1.55 -0.41 -0.89
H -0.55 -1.67 -1.44
H 2.20 0.38 2.20
*
```

The calculation puts the HOMO energy (spin up / spin down) at -8.362 / -8.362 eV. For the molecular weight, the calculation gives 95.10 Da. The calculation puts the HOMO-LUMO gap (spin up / spin down) at 7.97 / 7.97 eV. Its total energy is -8797.998 eV. The LUMO energy (spin up / spin down) comes out at -0.393 / -0.393 eV.